Entry 1:
{
  "formula": "C11H12EuN2O4Se",
  "method": "ωB97M-V/def2-TZVPD",
  "total_energy_ev": -107430.45802,
  "lumo_ha": [-0.295, -0.289],
  "total_charge": 2,
  "multiplicity": 8,
  "gap_ev": [6.5, 6.7],
  "relative_energy_kj_mol": 0.0,
  "elements": ["Eu", "O", "C", "C", "O", "C", "O", "C", "O", "C", "H", "H", "C", "H", "H", "C", "N", "C", "C", "N", "C", "C", "Se", "H", "H", "H", "H", "H", "H", "H", "H"],
  "positions_angstrom": [[0.68148, 0.36009, -1.80296], [0.88902, 4.05020, -0.68748], [0.84280, 2.93829, -0.96160], [0.56497, -2.27374, -1.20332], [0.48185, -3.40917, -1.03249], [3.37352, 0.23893, -1.18674], [4.52390, 0.19301, -1.09875], [-1.83873, 0.49695, -1.07144], [-2.98066, 0.50962, -0.97403], [0.73128, 1.03473, -6.06926], [-0.17440, 1.65234, -6.08874], [1.69109, 1.56465, -6.06728], [0.66732, -0.30565, -6.13065], [1.57299, -0.92197, -6.17838], [-0.29317, -0.83020, -6.19951], [0.36914, -2.59284, 3.05239], [-0.39026, -1.36192, 3.07272], [-1.58406, -1.21259, 3.76088], [-1.97027, 0.07656, 3.59437], [-1.02105, 0.70243, 2.80669], [-1.03302, 2.09983, 2.43964], [-0.06182, -0.19883, 2.41807], [1.31391, 0.01161, 1.19434], [1.28414, -2.45436, 2.46427], [-0.22674, -3.40594, 2.61407], [0.64458, -2.90628, 4.07245], [-2.04318, -2.05112, 4.27245], [-2.85659, 0.59113, 3.94346], [-1.90638, 2.31580, 1.82441], [-1.13138, 2.73339, 3.32944], [-0.12028, 2.35502, 1.89297]],
  "forces_ev_per_angstrom": [[0.7, -0.1, -0.1], [-0.1, -3.6, -0.7], [0.1, 4.1, 0.8], [-0.4, -4.5, 0.3], [0.3, 4.1, -0.4], [5.0, -0.2, 0.2], [-4.7, 0.2, -0.2], [-4.6, 0.1, 0.3], [3.8, 0.0, -0.1], [0.0, -0.3, 0.2], [0.3, -0.3, 0.0], [-0.4, -0.2, 0.0], [0.0, 0.3, 0.2], [-0.4, 0.3, 0.0], [0.4, 0.2, 0.0], [0.4, -0.9, 0.0], [0.0, 1.0, -0.6], [0.4, 0.3, -0.3], [0.0, -0.1, 0.1], [0.8, -1.0, -0.5], [-0.3, 0.7, 0.0], [-1.9, -0.7, 1.6], [0.3, 0.3, -0.4], [-0.3, 0.0, 0.2], [0.1, 0.3, 0.0], [-0.1, 0.3, -0.4], [0.1, 0.3, 0.0], [0.3, 0.0, 0.0], [0.0, 0.0, -0.1], [0.2, -0.3, -0.1], [-0.2, -0.1, 0.3]],
  "mulliken_spin": [7.04, 0.00, -0.01, -0.01, 0.00, -0.01, 0.00, -0.01, 0.00, 0.00, 0.00, 0.00, 0.00, 0.00, 0.00, 0.00, 0.00, 0.00, 0.00, 0.00, 0.00, 0.00, -0.02, 0.00, 0.00, 0.00, 0.00, 0.00, 0.00, 0.00, 0.00]
}


Entry 2:
{
  "formula": "C42H128CaN21O9P7",
  "method": "ωB97M-V/def2-TZVPD",
  "total_energy_ev": -178818.27748,
  "lumo_ha": 0.018,
  "gap_ev": 7.7,
  "relative_energy_kj_mol": 155.1,
  "elements": ["Ca", "O", "H", "O", "H", "O", "P", "N", "C", "C", "N", "C", "C", "N", "C", "C", "H", "H", "H", "H", "H", "H", "H", "H", "H", "H", "H", "H", "H", "H", "H", "H", "H", "H", "O", "P", "N", "C", "C", "N", "C", "C", "N", "C", "C", "H", "H", "H", "H", "H", "H", "H", "H", "H", "H", "H", "H", "H", "H", "H", "H", "H", "H", "O", "P", "N", "C", "C", "N", "C", "C", "N", "C", "C", "H", "H", "H", "H", "H", "H", "H", "H", "H", "H", "H", "H", "H", "H", "H", "H", "H", "H", "O", "P", "N", "C", "C", "N", "C", "C", "N", "C", "C", "H", "H", "H", "H", "H", "H", "H", "H", "H", "H", "H", "H", "H", "H", "H", "H", "H", "H", "O", "P", "N", "C", "C", "N", "C", "C", "N", "C", "C", "H", "H", "H", "H", "H", "H", "H", "H", "H", "H", "H", "H", "H", "H", "H", "H", "H", "H", "O", "P", "N", "C", "C", "N", "C", "C", "N", "C", "C", "H", "H", "H", "H", "H", "H", "H", "H", "H", "H", "H", "H", "H", "H", "H", "H", "H", "H", "O", "P", "N", "C", "C", "N", "C", "C", "N", "C", "C", "H", "H", "H", "H", "H", "H", "H", "H", "H", "H", "H", "H", "H", "H", "H", "H", "H", "H"],
  "positions_angstrom": [[-1.41611, 0.04672, -0.44099], [-0.82416, 1.43059, -1.99576], [-0.20762, 2.09541, -2.35965], [0.25098, -0.05756, 0.99562], [1.19409, -0.03979, 1.25011], [-3.08255, 1.44103, 0.26440], [-3.17803, 2.76390, 0.96868], [-4.40971, 2.82532, 2.17700], [-4.53108, 3.71794, 3.31585], [-5.57361, 2.07510, 1.96060], [-3.61115, 3.93841, -0.18001], [-3.90660, 3.59754, -1.58483], [-4.14704, 5.21260, 0.24824], [-1.72147, 3.36009, 1.65010], [-1.23933, 2.63174, 2.87607], [-0.67162, 3.68778, 0.76378], [-4.99955, 3.29234, 4.20326], [-5.11241, 4.62166, 3.13295], [-3.51015, 3.98936, 3.58443], [-6.28247, 2.10814, 2.78796], [-5.27315, 1.04982, 1.74466], [-6.04642, 2.45345, 1.05428], [-3.20880, 4.12276, -2.23700], [-3.64466, 2.55481, -1.76425], [-4.92270, 3.95274, -1.75650], [-3.72259, 5.46606, 1.21968], [-3.93512, 6.01100, -0.46291], [-5.23159, 5.17690, 0.35106], [-0.54567, 3.34686, 3.31827], [-1.98135, 2.62844, 3.67450], [-0.78844, 1.65534, 2.69873], [-1.05605, 4.53603, 0.19740], [-0.40571, 2.79974, 0.19038], [0.16359, 4.02060, 1.38002], [6.60560, 1.16801, 3.48538], [5.35708, 1.99551, 3.56634], [4.33949, 2.04875, 2.19351], [4.98653, 2.22823, 0.90583], [2.98015, 2.59182, 2.22602], [5.53576, 3.62888, 3.90095], [4.54175, 4.40279, 4.72878], [6.63061, 4.40100, 3.40140], [4.22947, 1.46775, 4.84521], [3.46069, 0.27345, 4.52384], [4.64488, 1.55215, 6.26155], [5.24211, 3.28394, 0.81500], [4.33543, 1.92051, 0.08761], [5.88297, 1.61273, 0.83069], [2.57459, 2.90245, 3.18889], [2.36424, 1.82660, 1.75357], [3.01059, 3.49887, 1.62234], [4.33988, 5.42382, 4.40499], [3.59799, 3.85803, 4.70290], [4.79977, 4.37019, 5.78730], [7.62407, 4.09846, 3.73245], [6.57777, 4.53946, 2.32152], [6.54718, 5.45620, 3.66159], [3.22451, 0.20592, 3.46188], [4.13471, -0.56080, 4.71828], [2.53836, 0.15820, 5.09316], [4.92728, 0.54578, 6.57069], [3.88093, 1.89109, 6.96127], [5.42970, 2.25123, 6.55042], [-0.21732, -1.75292, -1.70628], [0.83108, -2.44327, -2.51360], [0.78176, -2.08790, -4.24911], [1.47972, -2.81883, -5.24788], [0.31427, -0.73079, -4.70054], [0.75232, -4.16902, -2.41655], [1.21124, -4.80069, -1.13849], [-0.32182, -4.86394, -3.13912], [2.50041, -2.02454, -2.03277], [3.71522, -2.71462, -2.65876], [2.75482, -0.67924, -1.53964], [1.96596, -3.64410, -4.72769], [2.18793, -2.16249, -5.75359], [0.77134, -3.27871, -5.93694], [0.74540, 0.01273, -4.03016], [-0.76839, -0.73519, -4.57434], [0.68470, -0.54469, -5.70864], [0.72292, -4.41502, -0.24356], [0.98046, -5.86577, -1.11722], [2.25091, -4.61779, -0.86693], [-1.38016, -4.65744, -2.97986], [-0.00972, -4.79190, -4.18100], [-0.30168, -5.92625, -2.89586], [3.86699, -3.66288, -2.14314], [3.66570, -2.91893, -3.72830], [4.66856, -2.19651, -2.55481], [1.86994, -0.04923, -1.44918], [3.43674, -0.18580, -2.23217], [3.15424, -0.82409, -0.53585], [-3.16830, -0.39204, -2.15668], [-3.95968, -0.78342, -3.37015], [-5.64461, -0.65136, -3.15396], [-6.61823, -1.24446, -4.03026], [-6.20412, -0.02658, -1.97219], [-3.74433, -2.44801, -3.80988], [-3.25934, -2.93542, -5.10678], [-3.78146, -3.45388, -2.75657], [-3.69560, 0.09307, -4.85645], [-2.77587, 1.16090, -4.73613], [-4.46428, -0.04080, -6.06428], [-6.93747, -0.45426, -4.70980], [-7.42760, -1.75398, -3.50736], [-6.17306, -2.08198, -4.56736], [-5.84487, -0.67512, -1.17317], [-7.29043, -0.11426, -1.99062], [-6.00869, 1.03967, -1.85806], [-3.90613, -3.73871, -5.45962], [-3.07845, -2.14583, -5.83610], [-2.25117, -3.26143, -4.85103], [-3.89559, -4.47309, -3.12576], [-2.92499, -3.34138, -2.09181], [-4.69669, -3.20850, -2.21784], [-2.53788, 1.56341, -5.72074], [-3.23534, 2.00707, -4.22526], [-1.87221, 0.77433, -4.26490], [-4.93275, -1.02125, -6.15007], [-3.82981, 0.04281, -6.94665], [-5.14738, 0.80513, -6.14088], [2.80310, -5.59763, 1.44953], [3.38070, -4.66089, 2.50016], [2.50546, -4.64058, 3.98740], [1.62483, -5.72546, 4.32315], [2.46643, -3.50355, 4.97668], [3.57786, -3.03132, 1.98665], [4.55800, -2.90229, 0.96450], [2.36096, -2.25343, 1.81496], [4.87904, -5.23226, 2.96353], [5.71633, -4.58696, 3.99523], [5.54446, -6.39013, 2.32565], [1.69637, -6.61206, 3.69312], [0.66720, -5.20520, 4.30390], [1.88679, -6.03460, 5.33504], [2.55322, -3.77310, 6.02925], [1.59919, -2.85300, 4.86361], [3.20873, -2.72395, 4.80548], [5.54990, -3.17477, 1.32502], [4.32944, -3.48584, 0.07269], [4.57657, -1.86324, 0.63566], [1.86067, -2.08157, 2.76799], [2.63492, -1.26081, 1.45754], [1.79498, -2.76658, 1.03750], [6.79044, -4.53250, 3.81798], [5.53346, -3.51422, 3.93285], [5.46843, -5.13031, 4.90705], [4.90129, -6.92026, 1.62324], [5.83901, -7.08640, 3.11085], [6.47228, -6.02980, 1.88134], [2.32029, 6.38232, -4.76925], [1.61935, 5.41139, -3.85362], [2.52109, 4.66847, -2.58161], [3.99952, 4.52944, -2.50650], [1.81264, 3.84900, -1.61126], [1.07066, 3.99526, -4.68271], [1.90941, 3.27660, -5.68648], [-0.18276, 3.38815, -4.47091], [0.32246, 6.15409, -3.00855], [0.48658, 7.09659, -1.88155], [-0.88203, 6.44989, -3.79595], [4.29724, 5.20797, -1.70709], [4.36729, 4.83699, -3.48540], [4.19781, 3.48749, -2.25525], [2.12324, 4.24055, -0.64260], [2.12043, 2.83551, -1.86853], [0.74276, 3.94875, -1.79428], [2.91180, 3.05568, -5.31973], [1.50308, 2.36419, -6.12296], [2.05219, 3.93757, -6.54137], [-0.05886, 2.31832, -4.30294], [-0.70055, 3.79508, -3.60235], [-0.88568, 3.42655, -5.30310], [0.52224, 8.11936, -2.25674], [-0.36003, 7.01155, -1.20028], [1.39424, 6.95832, -1.29406], [-1.77694, 6.45495, -3.17370], [-1.16560, 5.72141, -4.55556], [-0.60845, 7.36440, -4.32219], [-2.57515, -1.44776, 0.87254], [-2.95412, -2.35478, 2.01433], [-2.83330, -1.67993, 3.57388], [-3.35275, -0.30681, 3.81574], [-2.81904, -2.50331, 4.78810], [-1.90813, -3.80190, 2.09307], [-0.48911, -3.49287, 2.42043], [-1.93746, -4.64319, 0.98777], [-4.50950, -3.05088, 2.00232], [-4.98883, -4.03366, 2.96248], [-5.59269, -2.32612, 1.34413], [-3.15243, 0.04764, 4.82684], [-4.40178, -0.23280, 3.52912], [-2.84648, 0.36880, 3.12629], [-3.82177, -2.57317, 5.20970], [-2.29144, -2.03710, 5.62020], [-2.49646, -3.51567, 4.54486], [-0.13123, -2.78807, 1.66990], [-0.37409, -3.12600, 3.44037], [0.11775, -4.38880, 2.28955], [-2.94988, -4.80159, 0.61627], [-1.42145, -4.18018, 0.14666], [-1.52003, -5.62443, 1.21362], [-4.25775, -4.84102, 3.00480], [-5.11704, -3.53611, 3.92378], [-5.83474, -4.59188, 2.56132], [-5.93046, -1.55902, 2.04096], [-6.47704, -2.90309, 1.07371], [-5.36024, -2.03433, 0.31996]],
  "forces_ev_per_angstrom": [[0.9, -0.4, -0.8], [0.9, 1.1, -0.6], [-0.7, -0.8, 0.6], [0.8, 0.2, 0.6], [-1.2, 0.1, -0.3], [-0.8, 1.2, 1.4], [0.1, 1.2, -0.6], [2.2, 0.7, 1.0], [1.4, 0.6, -0.1], [-0.8, -1.3, -1.7], [0.4, -0.9, 0.2], [1.0, 0.3, 0.9], [0.1, -0.3, 0.4], [-3.3, -1.9, 2.6], [-0.3, 1.5, 0.0], [0.3, 0.4, -0.6], [0.1, -0.7, -0.2], [0.0, 0.2, -0.4], [-0.2, 0.5, 0.2], [0.2, 0.1, 0.0], [-0.4, -0.3, 0.0], [-0.7, -0.1, -0.1], [-0.1, 0.4, -0.1], [-0.7, -0.2, 0.1], [-0.2, -0.6, -0.5], [0.0, 0.2, 0.0], [0.3, 0.0, -0.1], [-0.3, 0.0, 0.1], [0.7, -0.3, -0.1], [-0.5, -0.5, -0.4], [0.1, 0.0, -0.2], [0.5, -0.2, -0.7], [0.5, 0.3, -0.6], [0.2, 0.0, -0.2], [-1.4, 1.4, -0.5], [-1.7, -0.5, 1.2], [0.8, -1.5, 1.4], [0.2, -0.2, 0.3], [0.6, 0.0, -0.5], [-0.8, 0.9, 1.8], [-0.1, -1.7, -0.2], [0.6, 1.1, -0.7], [0.9, 2.0, -1.3], [0.9, -0.4, -0.1], [-0.1, -0.5, -0.1], [0.2, 0.2, -0.6], [-0.2, 0.1, 0.0], [0.1, 0.1, 0.2], [0.3, -0.5, 0.1], [-0.6, 0.4, 0.0], [-0.4, 0.2, -0.3], [0.5, -0.1, -0.3], [0.0, 0.2, -0.1], [0.4, 0.4, 0.1], [0.0, -0.3, -0.2], [0.4, -0.7, -0.4], [-0.2, -0.1, 0.8], [-0.1, 0.3, 0.1], [-0.3, -0.7, 0.2], [0.0, 0.3, 0.2], [0.3, 0.0, 0.3], [-0.9, -0.2, -0.4], [0.5, -0.1, -1.0], [1.0, -0.3, -0.9], [1.9, -0.3, -1.3], [-1.2, 0.9, 2.4], [0.0, -0.9, 0.7], [0.3, -1.3, 1.6], [0.5, 1.1, 0.8], [-0.4, 0.7, 0.4], [0.9, -0.6, -0.4], [-1.2, -1.6, -1.4], [-1.2, -0.2, 0.7], [-0.1, -0.3, 0.1], [0.4, -0.1, -0.4], [0.2, -0.3, -0.2], [0.1, 0.1, -0.5], [-0.2, 0.3, 0.0], [0.1, 0.4, -0.5], [-0.4, -0.1, 0.0], [-0.5, 0.3, -0.1], [0.3, 0.0, -0.4], [0.2, -0.2, -0.7], [0.2, 1.0, 0.1], [-0.8, 0.0, -0.3], [0.5, -0.1, 0.1], [-0.1, -0.2, -0.1], [-0.5, 0.1, 0.0], [-0.4, 0.7, 0.5], [-0.3, -0.3, 0.0], [0.3, 0.2, 0.3], [0.4, 0.7, 0.0], [-1.4, -0.2, -1.7], [-0.6, -1.3, -1.5], [1.0, -0.1, 0.5], [0.7, -0.4, -0.6], [0.0, -0.6, 0.3], [-0.5, 1.8, -0.8], [1.1, 0.6, 1.3], [-0.7, 1.2, 0.3], [0.0, -2.7, 2.1], [0.6, 0.9, -0.4], [0.0, 0.3, 0.0], [-0.7, -0.4, -0.3], [-0.3, 0.5, 0.3], [0.2, 0.2, -0.4], [-0.1, 0.9, 0.8], [0.0, -0.1, -0.2], [0.5, -0.1, 0.2], [0.1, 0.0, -0.3], [-0.5, 0.0, 0.1], [0.2, -0.8, -0.7], [0.2, 0.1, -0.3], [0.1, -0.3, 0.1], [0.0, -0.4, 0.6], [0.2, -0.3, -0.3], [0.4, 0.2, 0.5], [0.0, 0.9, 0.4], [-0.4, 0.3, 0.2], [0.4, 0.0, 0.0], [-0.7, -0.2, -0.1], [0.5, 1.4, 1.7], [-0.4, -0.8, 0.1], [1.7, 2.2, -0.8], [-0.1, 0.6, 0.6], [0.2, 0.3, -1.4], [-0.2, -1.7, 2.5], [0.6, 0.4, -0.9], [0.6, -0.1, -0.4], [1.1, -0.1, -1.1], [-1.1, 0.2, -0.8], [-0.2, 0.7, 0.6], [-0.1, 0.4, -0.3], [-0.8, -1.1, 0.2], [-0.3, -0.2, 0.2], [0.0, -0.6, -0.2], [-0.9, -0.5, 0.0], [0.7, -0.6, -0.3], [0.0, 0.0, 0.0], [0.0, -0.3, -0.2], [0.2, 0.1, 0.1], [-0.3, -0.4, -0.3], [0.1, -0.1, -0.1], [-0.7, 0.5, 0.2], [0.1, -1.1, -0.4], [-0.8, 0.1, 0.9], [0.4, 0.8, 0.6], [0.0, 0.4, 0.0], [0.0, -0.2, 0.1], [0.0, -0.2, -0.4], [-0.3, -1.7, 1.3], [1.1, -0.4, 0.3], [-0.1, 1.7, -1.3], [-2.2, 0.9, -0.4], [0.4, 0.6, -1.4], [0.5, 0.9, -0.4], [0.4, 1.8, -0.1], [-1.2, -0.9, 0.6], [0.1, -2.0, -0.2], [0.2, -0.3, -0.6], [0.7, 0.1, -0.3], [0.8, -0.2, 0.0], [0.5, -0.1, 0.3], [0.4, 0.0, -0.1], [-0.3, -0.7, 0.5], [-0.2, -0.5, 0.9], [0.0, -0.1, 0.5], [0.0, -0.1, 0.3], [-0.6, 0.0, 0.7], [0.1, 0.1, -0.1], [0.0, -0.1, 0.3], [0.1, -0.1, 0.0], [-0.1, 0.4, -0.5], [-0.1, 0.2, -0.1], [-0.1, -0.1, 0.0], [0.1, -0.4, -0.3], [0.1, 0.7, 0.3], [0.7, -0.3, 0.0], [-1.0, 0.5, -0.1], [-1.7, -1.3, 1.9], [1.3, -1.9, 0.7], [0.7, 0.4, 0.1], [0.6, -0.4, -1.6], [-0.9, 0.0, -0.4], [-0.9, 2.9, 2.8], [-0.7, 0.2, -0.5], [-0.9, -0.9, -2.2], [0.0, 0.0, -2.2], [1.3, -0.3, -0.4], [-0.1, 0.0, -0.3], [-0.1, -0.4, 0.0], [-0.3, 0.0, 0.5], [0.1, 0.1, 0.0], [-0.4, -0.2, -0.1], [0.8, 0.0, -0.4], [0.3, 0.2, 0.3], [0.1, 0.4, 0.3], [0.0, 0.2, -0.1], [-0.2, -0.2, 0.1], [-0.3, -0.1, 0.2], [0.4, -0.2, -0.4], [0.2, 0.0, 0.0], [0.4, 0.2, 0.6], [-0.6, -0.6, 0.2], [-0.5, 0.7, 0.2], [-0.2, 0.7, -0.6], [0.0, -0.9, 0.8], [0.8, 0.9, 0.4]],
  "mulliken_charge": [-0.03, 2.65, -2.05, 1.78, -1.56, -0.81, -0.59, 0.93, -1.20, -1.31, 0.97, -0.36, -1.17, 0.24, -1.18, -1.15, 0.38, 0.32, 0.39, 0.39, 0.28, 0.26, -0.20, -0.33, 0.44, 0.35, 0.36, 0.24, 0.59, 0.37, -0.10, 0.39, 0.05, 0.44, -0.89, 0.47, 0.57, -1.10, -0.77, 0.33, -1.06, -1.03, 0.38, -0.86, -1.17, 0.33, 0.15, 0.35, 0.18, 0.00, 0.33, 0.40, 0.36, 0.29, 0.28, 0.29, 0.40, -0.18, 0.45, 0.31, 0.32, 0.33, 0.40, 0.43, -1.51, 0.87, -1.65, -0.86, 0.33, -0.79, -0.88, 1.21, -1.31, 0.13, 0.60, 0.38, 0.25, 0.02, 0.06, 0.56, 0.24, 0.50, -0.10, 0.13, 0.32, 0.44, 0.28, 0.31, 0.44, -0.92, 0.56, -0.47, 1.12, -1.32, 0.67, -1.20, -0.45, 0.74, -0.83, -1.56, 0.63, -0.81, -1.23, 0.29, 0.48, 0.29, 0.10, 0.48, 0.09, 0.29, 0.33, 0.08, 0.39, 0.31, 0.43, 0.46, 0.15, -0.28, 0.44, 0.35, 0.29, -0.95, 0.47, 0.40, -1.02, -0.81, 0.65, -1.04, 1.19, 0.50, -1.02, -1.04, 0.26, 0.28, 0.33, 0.45, 0.17, 0.11, 0.42, 0.27, 0.17, -0.11, -0.57, -0.72, 0.38, 0.17, 0.29, 0.27, 0.35, 0.30, -0.86, 0.46, 0.32, -1.01, -0.02, 0.41, -1.13, -0.14, 0.51, -0.98, -1.09, 0.30, 0.34, 0.25, 0.51, -0.07, -0.38, 0.30, 0.38, 0.36, -0.43, 0.14, 0.22, 0.34, 0.21, 0.30, 0.23, 0.34, 0.37, 0.89, -0.46, 0.40, -0.86, -1.41, 0.29, -0.81, -1.09, 0.45, -1.10, -0.78, 0.47, 0.16, 0.02, 0.44, 0.29, 0.47, -0.35, 0.00, 0.59, 0.41, 0.12, 0.34, 0.31, 0.19, 0.43, 0.27, 0.44, -0.32]
}